No. 1
Density functional theory data (ωB97M-V with the def2-TZVPD basis set) for a 2-piece molecular cluster, C11H24N5OPS overall.

The gap between HOMO and LUMO (alpha / beta) is 0.276 / 0.304 Ha. As for the spin multiplicity: 2. The calculation puts the HOMO energy (alpha / beta) at -11.50 / -12.26 eV. Its charge is +1. Its energy is -1521.7569 Ha.

Positions of all 43 atoms, in Å:
N1 -2.333 1.060 2.523
C1 -1.479 0.366 3.318
N2 -1.391 0.688 4.645
C2 -0.475 -0.192 5.091
P1 -0.051 -0.130 6.894
S1 0.058 -1.969 7.529
N3 -0.039 -1.003 4.143
N4 -0.672 -0.640 3.022
H1 -1.958 1.709 1.845
H2 -3.325 0.960 2.682
H3 -1.067 0.633 7.524
H4 1.188 0.554 7.032
H5 0.633 -1.756 4.272
H6 -0.564 -1.079 2.104
C3 1.761 1.355 -1.208
C4 1.339 -0.131 -1.258
C5 1.974 -0.792 -2.487
C6 1.329 -0.348 -3.797
C7 -0.185 -0.551 -3.758
C8 -0.864 0.060 -2.523
N5 -0.149 -0.257 -1.250
O1 -0.449 -1.486 -0.909
C9 -0.979 1.590 -2.687
C10 -2.324 -0.416 -2.495
C11 1.953 -0.734 0.006
H7 2.784 1.453 -0.842
H8 1.751 1.846 -2.177
H9 1.123 1.925 -0.527
H10 1.892 -1.881 -2.407
H11 3.044 -0.570 -2.516
H12 1.564 0.698 -4.011
H13 1.751 -0.925 -4.622
H14 -0.627 -0.133 -4.665
H15 -0.386 -1.627 -3.792
H16 -1.353 2.054 -1.771
H17 -1.680 1.839 -3.484
H18 -0.045 2.075 -2.959
H19 -2.407 -1.502 -2.519
H20 -2.860 -0.043 -3.367
H21 -2.842 -0.052 -1.605
H22 1.534 -0.255 0.899
H23 3.032 -0.582 0.025
H24 1.795 -1.810 0.084

=====

No. 2
Density functional theory data (ωB97M-V with the def2-TZVPD basis set) for a 2-piece molecular cluster, C11H24N6O5 overall.

The gap between HOMO and LUMO is 0.327 Ha. The calculation puts the energy relative to the best compared isomer or geometry (same formula, charge and spin) at 1.779 eV. The calculation puts the HOMO energy at -8.58 eV. Its energy is -1138.2926 Ha. The SMILES is CNC(=O)[C@H](CC(N)=O)NC(C)=O.CN(CC(=O)O)C(N)N.

Positions of all 46 atoms, in Å:
C1 -0.895 6.218 -1.898
N1 -0.961 4.833 -1.434
C2 -1.868 3.942 -1.848
O1 -2.704 4.225 -2.699
C3 -1.783 2.538 -1.204
C4 -0.549 1.726 -1.658
C5 0.642 1.908 -0.737
N2 1.455 0.893 -0.565
O2 0.845 2.951 -0.140
N3 -2.994 1.704 -1.262
C6 -3.679 1.210 -2.297
C7 -3.228 1.386 -3.735
O3 -4.679 0.547 -2.073
H1 -0.609 6.239 -2.951
H2 -1.876 6.688 -1.795
H3 -0.165 6.777 -1.312
H4 -0.259 4.515 -0.772
H5 -1.651 2.737 -0.139
H6 -0.799 0.665 -1.671
H7 -0.255 2.017 -2.666
H8 1.281 0.005 -1.003
H9 2.224 1.046 0.062
H10 -3.435 1.500 -0.380
H11 -2.151 1.314 -3.822
H12 -3.687 0.604 -4.337
H13 -3.568 2.352 -4.100
C8 2.875 -3.740 3.694
N4 2.045 -3.449 2.500
C9 0.585 -3.331 2.820
C10 -0.167 -4.653 3.100
O4 0.374 -5.731 2.907
O5 -1.441 -4.547 3.546
C11 2.581 -2.484 1.572
N5 3.854 -2.944 1.174
N6 1.943 -2.805 0.359
H14 2.411 -4.516 4.311
H15 2.994 -2.838 4.304
H16 3.870 -4.100 3.414
H17 0.463 -2.685 3.694
H18 0.050 -2.844 1.998
H19 -1.742 -5.462 3.657
H20 2.531 -1.433 1.890
H21 4.177 -2.452 0.351
H22 3.800 -3.947 1.025
H23 1.512 -3.717 0.496
H24 2.633 -2.862 -0.377

=====

No. 3
Density functional theory data (ωB97M-V with the def2-TZVPD basis set) for a 2-piece molecular cluster, C11H24NP overall.

The gap between HOMO and LUMO is 0.348 Ha. The calculation puts the energy relative to the best compared isomer or geometry (same formula, charge and spin) at 1.638 eV. The calculation puts the HOMO energy at -8.57 eV. Its energy is -829.4723 Ha. The SMILES is CCC/N=C/PCC.C=C(C)CC.

Positions of all 37 atoms, in Å:
C1 -3.571 -0.581 -1.249
C2 -3.381 -0.296 0.266
C3 -2.686 0.944 0.619
N1 -1.392 1.053 -0.027
C4 -0.220 0.990 0.501
P1 0.985 1.622 -0.661
C5 2.099 2.445 0.659
C6 2.112 3.984 0.588
H1 -3.743 -1.717 -1.496
H2 -4.401 0.101 -1.558
H3 -2.711 -0.275 -1.823
H4 -4.308 -0.441 0.773
H5 -2.783 -1.145 0.678
H6 -3.170 1.820 0.259
H7 -2.581 1.115 1.679
H8 0.007 0.697 1.517
H9 0.288 2.863 -0.815
H10 1.830 2.333 1.699
H11 3.026 2.014 0.540
H12 2.281 4.534 -0.355
H13 1.152 4.554 0.916
H14 3.029 4.345 1.193
C7 1.051 -1.476 1.474
C8 0.807 -1.645 0.201
C9 -0.454 -2.167 -0.440
C10 1.926 -1.515 -0.808
C11 2.541 -2.873 -1.059
H15 0.176 -1.638 2.168
H16 2.128 -1.217 1.697
H17 -0.303 -2.555 -1.549
H18 -0.883 -3.066 0.107
H19 -1.349 -1.436 -0.554
H20 2.750 -0.979 -0.374
H21 1.583 -0.842 -1.593
H22 3.359 -2.753 -1.859
H23 3.107 -3.132 -0.092
H24 1.701 -3.664 -1.220

=====

No. 4
Density functional theory data (ωB97M-V with the def2-TZVPD basis set) for one molecule with the formula C11H24Si.

The gap between HOMO and LUMO (alpha / beta) is 0.287 / 0.273 Ha. The calculation puts the energy relative to the best compared isomer or geometry (same formula, charge and spin) at 3.646 eV. The calculation puts the HOMO energy (alpha / beta) at -7.72 / -7.48 eV. Its energy is -722.7928 Ha.

Positions of all 36 atoms, in Å:
C1 -0.280 0.757 -1.183
C2 0.333 -2.155 0.465
C3 -1.941 2.464 -1.406
C4 -1.136 1.942 0.964
C5 1.601 1.290 -2.788
C6 1.901 1.483 -0.363
C7 -0.144 -3.997 1.921
C8 0.156 -1.605 2.807
C9 -1.507 1.315 -0.530
C10 0.934 1.626 -1.486
C11 -0.448 -2.405 1.638
Si1 -0.178 -1.130 -1.059
H1 -2.852 2.815 -0.859
H2 -2.215 2.108 -2.489
H3 -1.214 3.271 -1.563
H4 -2.044 1.978 1.479
H5 -0.475 1.247 1.357
H6 -0.580 2.870 0.752
H7 2.288 0.339 -2.614
H8 0.994 1.008 -3.608
H9 2.279 2.101 -3.131
H10 1.468 1.000 0.430
H11 2.347 2.455 -0.030
H12 2.735 0.818 -0.764
H13 0.939 -4.307 1.966
H14 -0.762 -4.456 2.819
H15 -0.458 -4.355 0.983
H16 1.248 -1.894 2.874
H17 -0.399 -1.785 3.696
H18 0.069 -0.477 2.507
H19 -2.247 0.647 -0.422
H20 0.570 2.599 -1.409
H21 -1.518 -2.305 1.460
H22 1.396 -2.255 0.681
H23 0.686 -1.774 -1.979
H24 -1.547 -1.234 -1.117

=====

No. 5
Density functional theory data (ωB97M-V with the def2-TZVPD basis set) for C11H25BBrCl3INO5Si2 as an isolated structure.

The gap between HOMO and LUMO is 0.329 Ha. The calculation puts the HOMO energy at -9.05 eV. Its energy is -5721.3485 Ha.

Positions of all 50 atoms, in Å:
C1 4.500 -1.120 2.496
C2 4.471 -0.500 0.974
C3 2.923 -0.240 0.399
I1 2.963 -1.058 -1.679
Si1 2.530 1.638 0.200
O1 3.745 2.254 -0.968
O2 0.973 2.010 -0.508
Si2 -0.359 1.162 0.249
Cl1 -0.411 -0.954 -0.087
Br1 -0.630 1.545 2.487
C4 -1.983 1.864 -0.609
C5 -3.163 0.728 -0.767
N1 -3.549 0.176 0.589
C6 -4.254 -1.155 0.409
C7 -4.121 -2.149 1.746
C8 -4.356 1.153 1.415
C9 -4.474 0.967 3.059
O3 -4.991 2.236 0.901
B1 2.911 2.646 1.849
O4 2.407 4.038 1.995
O5 3.706 2.063 2.985
H1 4.747 -0.329 3.330
H2 3.533 -1.721 2.768
H3 5.398 -1.905 2.527
H4 5.160 0.452 0.860
H5 4.966 -1.328 0.272
H6 2.168 -0.804 1.092
H7 4.661 1.910 -0.708
H8 -2.315 2.823 -0.025
H9 -1.639 2.243 -1.688
H10 -2.747 -0.098 -1.520
H11 -4.064 1.257 -1.334
H12 -3.728 -1.768 -0.470
H13 -5.366 -0.982 0.079
H14 -3.033 -2.045 2.194
H15 -4.347 -3.268 1.423
H16 -4.954 -1.869 2.554
H17 -5.578 0.595 3.290
H18 -3.711 0.123 3.345
H19 -4.171 1.924 3.664
H20 1.496 3.909 2.438
H21 3.309 2.441 3.847
Cl2 1.742 -3.822 -4.149
C10 0.867 -2.727 -5.248
C11 1.803 -1.997 -6.197
Cl3 2.832 -0.814 -5.351
H22 0.285 -2.029 -4.639
H23 0.167 -3.345 -5.819
H24 1.222 -1.438 -6.936
H25 2.457 -2.692 -6.733

=====

No. 6
Density functional theory data (ωB97M-V with the def2-TZVPD basis set) for a 6-piece molecular cluster, C11H25BFNO24S6 overall.

The gap between HOMO and LUMO is 0.385 Ha. The calculation puts the HOMO energy at -10.58 eV. Its energy is -4808.4385 Ha. The SMILES is CN(B(O)O)S(=O)(=O)F.O=S1(=O)OCCO1.O=S1(=O)OCCO1.O=S1(=O)OCCO1.O=S1(=O)OCCO1.O=S1(=O)OCCO1.

Positions of all 69 atoms, in Å:
C1 3.883 1.235 -2.697
N1 4.829 1.733 -3.729
B1 5.621 2.926 -3.283
O1 7.015 2.850 -3.458
O2 5.089 4.059 -2.686
S1 4.112 1.938 -5.197
O3 3.682 3.268 -5.433
O4 3.111 0.971 -5.457
F1 5.306 1.650 -6.220
H1 3.282 0.401 -3.084
H2 4.503 0.853 -1.861
H3 3.215 2.014 -2.286
H4 7.342 2.442 -2.638
H5 5.134 3.906 -1.727
O5 1.088 1.128 -1.067
S2 0.950 -0.124 -0.417
O6 1.098 -0.287 0.988
O7 1.908 -1.187 -1.166
C2 1.129 -2.283 -1.657
C3 -0.243 -1.697 -1.924
O8 -0.459 -0.766 -0.855
H6 1.091 -3.049 -0.879
H7 1.580 -2.701 -2.554
H8 -1.024 -2.454 -1.937
H9 -0.261 -1.141 -2.865
O9 3.508 -5.394 2.853
S3 3.087 -4.105 2.447
O10 2.284 -3.889 1.296
O11 4.384 -3.154 2.357
C4 4.221 -2.028 3.225
C5 3.327 -2.521 4.343
O12 2.382 -3.380 3.699
H10 3.742 -1.226 2.658
H11 5.188 -1.686 3.589
H12 2.819 -1.710 4.858
H13 3.888 -3.117 5.067
O13 0.476 4.563 -1.415
S4 -0.352 3.710 -2.187
O14 -0.268 2.298 -2.104
O15 -0.232 4.154 -3.730
C6 -1.523 4.497 -4.239
C7 -2.300 4.995 -3.037
O16 -1.889 4.146 -1.962
H14 -1.975 3.595 -4.659
H15 -1.436 5.253 -5.017
H16 -3.376 4.935 -3.182
H17 -2.024 6.021 -2.784
O17 -5.264 2.410 1.117
S5 -4.782 1.625 2.193
O18 -5.474 1.521 3.428
O19 -3.256 2.052 2.484
C8 -2.405 0.907 2.355
C9 -3.096 0.007 1.355
O20 -4.493 0.134 1.653
H18 -2.331 0.426 3.333
H19 -1.412 1.206 2.024
H20 -2.777 -1.030 1.439
H21 -2.936 0.356 0.332
O21 -3.840 -5.763 3.581
S6 -4.023 -4.401 3.241
O22 -3.045 -3.652 2.533
O23 -4.424 -3.595 4.575
C10 -5.691 -2.952 4.393
C11 -6.432 -3.823 3.401
O24 -5.430 -4.251 2.473
H22 -5.512 -1.953 3.987
H23 -6.215 -2.868 5.342
H24 -7.227 -3.287 2.888
H25 -6.847 -4.711 3.884

=====

Which value of energy does entry 6 give?
-4808.4385 Ha